Version a
A gas-phase ion, C2HClNO2 (charge -1), computed with wB97M-V/def2-TZVPD.

ORCA input file:
```
! RIJCOSX wB97M-V def2-TZVPD def2/J DEFGRID3
* xyz -1 1
H 0.36911 -0.77836 1.27069
N -0.32318 0.05034 1.16316
C -1.24455 -0.11446 0.35097
Cl -1.24429 -1.61678 -0.56607
C -2.58993 0.58339 -0.00235
O -2.82908 0.88643 -1.16216
O -3.24589 0.77310 1.06110
*
```

Results
Structure (SMILES) ... [H]/N=C(\Cl)C(=O)[O-]
HOMO ... -4.61 eV
LUMO ... 3.715 eV
Frontier orbital gap ... 8.33 eV

***

Version b
2 unconnected molecules or ions with the total composition C2HClNO2, computed with wB97M-V/def2-TZVPD.

ORCA input file:
```
! RIJCOSX wB97M-V def2-TZVPD def2/J DEFGRID3
* xyz -1 1
C 0.49099 -0.10220 -1.10319
C 2.86739 0.02191 0.21441
N 0.58494 -1.15528 -0.59131
O 2.38980 -0.70578 1.09062
O 3.58648 -0.20561 -0.74711
Cl 2.49403 1.80177 0.40941
H 0.91538 -1.81774 -0.00359
*
```

Results
HOMO ... -4.82 eV
LUMO ... 4.102 eV
Frontier orbital gap ... 8.92 eV

***

Relative stability in kcal/mol, measured from the most stable structure: version a 0.0; version b 8.6

***

Version a
Cl2H4Si3 in the gas phase, computed with wB97M-V/def2-TZVPD.

ORCA input file:
```
! RIJCOSX wB97M-V def2-TZVPD def2/J DEFGRID3
* xyz 0 1
Si 1.60352 -1.27775 -0.12244
Si 0.43024 0.56054 -0.81337
Cl 0.19862 0.04146 -2.90676
Si -1.55587 0.97807 0.31846
Cl -0.50512 0.11750 1.93245
H 1.89445 -2.38306 0.82103
H 2.81196 -0.99380 -0.71103
H -2.97901 0.63239 0.67979
H -1.89879 2.32465 0.80186
*
```

Results
Structure (SMILES) ... [SiH2]=[Si](Cl)[SiH2]Cl
HOMO (spin up / spin down) ... -8.03 / -8.03 eV
LUMO (spin up / spin down) ... -1.759 / -1.758 eV
Frontier orbital gap (spin up / spin down) ... 6.27 / 6.27 eV

***

Version b
Cl2H4Si3 in the gas phase, computed with wB97M-V/def2-TZVPD.

ORCA input file:
```
! RIJCOSX wB97M-V def2-TZVPD def2/J DEFGRID3
* xyz 0 1
Si 0.25913 0.78887 0.08383
Si -1.22257 -0.94302 -0.29227
Si 2.50367 1.51422 0.15501
Cl -0.58495 -2.83184 0.41658
Cl 3.89534 -0.04333 0.05159
H 0.12589 1.44766 1.38349
H -0.73709 1.81977 -0.39920
H -1.59082 -1.19687 -1.64824
H -2.64859 -0.55547 0.24921
*
```

Results
HOMO ... -8.66 eV
LUMO ... -1.415 eV
Frontier orbital gap ... 7.25 eV

***

Relative stability in kcal/mol, measured from the most stable structure: version a 27.5; version b 0.0

***

Version a
2 unconnected molecules or ions with the total composition H2N2O2S, computed with wB97M-V/def2-TZVPD.

ORCA input file:
```
! RIJCOSX wB97M-V def2-TZVPD def2/J DEFGRID3
* xyz 0 1
N -0.88699 -0.79613 -0.13840
N 1.25625 0.03844 0.04870
O 2.21318 -0.70833 0.00813
O 1.11714 1.22243 0.18737
S -1.41892 0.74714 -0.12539
H -1.07635 -1.19621 -1.11084
H -1.20430 0.69265 1.13043
*
```

Results
HOMO (spin up / spin down) ... -9.59 / -8.69 eV
LUMO (spin up / spin down) ... -0.748 / -1.129 eV
Frontier orbital gap (spin up / spin down) ... 8.84 / 7.56 eV

***

Version b
2 unconnected molecules or ions with the total composition H2N2O2S, computed with wB97M-V/def2-TZVPD.

ORCA input file:
```
! RIJCOSX wB97M-V def2-TZVPD def2/J DEFGRID3
* xyz 0 1
N 0.47366 0.04380 0.15587
N -0.69218 -0.25326 0.56657
O 2.90653 0.29930 -0.41041
O -1.70084 0.65599 -0.14010
S 1.86004 -0.67354 -0.16265
H -1.32977 -1.63812 0.08386
H -1.51745 1.56582 -0.09315
*
```

Results
HOMO (spin up / spin down) ... -9.11 / -9.10 eV
LUMO (spin up / spin down) ... -1.607 / -1.551 eV
Frontier orbital gap (spin up / spin down) ... 7.50 / 7.55 eV

***

Version c
A molecular structure, H2N2O2S, computed with wB97M-V/def2-TZVPD.

ORCA input file:
```
! RIJCOSX wB97M-V def2-TZVPD def2/J DEFGRID3
* xyz 0 1
N 0.20590 -0.98327 0.96440
N -0.18037 0.81695 -1.04395
O 0.45391 -0.63110 -0.30776
O -1.35023 0.79349 -1.24070
S 0.92543 1.86720 -1.17301
H -0.83061 -1.34373 1.21923
H 0.77597 -0.51953 1.58179
*
```

Results
HOMO (spin up / spin down) ... -8.79 / -8.79 eV
LUMO (spin up / spin down) ... -0.748 / -0.748 eV
Frontier orbital gap (spin up / spin down) ... 8.05 / 8.04 eV

***

Relative stability in kcal/mol, measured from the most stable structure: version a 0.0; version b 20.2; version c 9.6

***

Version a
C5H9NO3 in the gas phase, computed with wB97M-V/def2-TZVPD.

ORCA input file:
```
! RIJCOSX wB97M-V def2-TZVPD def2/J DEFGRID3
* xyz 0 1
C 0.07552 0.63834 -0.58166
C -0.26986 -1.21350 1.05151
C -1.89050 2.18844 -0.26226
C 0.94285 0.75000 -1.79934
C 0.65936 -2.21922 1.60717
N -0.85084 1.65718 -0.68863
O 0.25845 -0.41851 0.12964
O -2.88100 1.53102 0.47590
O -2.11353 3.50704 -0.47767
H -1.28043 -1.03048 1.59358
H 1.14052 1.78717 -1.92235
H 0.52001 0.13518 -2.70322
H 1.92168 0.36521 -1.45892
H 1.40173 -2.35833 0.82743
H 0.00417 -3.06862 1.72047
H 1.18811 -1.99380 2.58376
H -3.53583 2.11686 0.67600
H -1.37541 3.70656 -1.04698
*
```

Results
HOMO (spin up / spin down) ... -6.82 / -6.23 eV
LUMO (spin up / spin down) ... 0.593 / 0.596 eV
Frontier orbital gap (spin up / spin down) ... 7.41 / 6.82 eV

***

Version b
C5H9NO3 in the gas phase, computed with wB97M-V/def2-TZVPD.

ORCA input file:
```
! RIJCOSX wB97M-V def2-TZVPD def2/J DEFGRID3
* xyz 0 1
H 3.25231 -0.60532 -0.10687
N 2.79829 0.27826 -0.33609
C 1.54666 0.23046 -0.38339
C 0.59402 -0.90073 -0.08858
C -0.85664 -0.37715 0.02143
C -1.60612 -0.96091 1.21215
O -1.56083 -0.65461 -1.16809
C 0.78659 1.49058 -0.72591
O 0.32838 1.74017 -1.80745
O 0.56114 2.26299 0.38822
H 0.64844 -1.63782 -0.89468
H 0.90303 -1.39443 0.83559
H -0.82957 0.73242 0.24964
H -1.67900 -2.04379 1.12571
H -2.61514 -0.55648 1.24160
H -1.09136 -0.70509 2.13428
H -1.32164 -0.00158 -1.83800
H 0.14146 3.10303 0.14044
*
```

Results
Structure (SMILES) ... [H]/N=C(\C[C@H](C)O)C(=O)O
HOMO ... -10.14 eV
LUMO ... 0.659 eV
Frontier orbital gap ... 10.80 eV

***

Relative stability in kcal/mol, measured from the most stable structure: version a 96.3; version b 0.0

***

Version a
2 unconnected molecules or ions with the total composition C5H14N2S, computed with wB97M-V/def2-TZVPD.

ORCA input file:
```
! RIJCOSX wB97M-V def2-TZVPD def2/J DEFGRID3
* xyz 0 1
C -0.01621 -2.50263 0.21923
N 1.17993 -1.73017 -0.18375
C 1.97815 -1.33393 0.71692
N 1.82726 -1.43041 2.08034
H -0.39895 -2.94673 -0.69555
H -0.75340 -1.81318 0.59110
H 0.17401 -3.31553 0.98990
H 2.92699 -0.86370 0.39285
H 2.22731 -0.66372 2.57700
H 0.80847 -1.45796 2.31210
C -1.48461 1.17193 -2.19029
C -0.31501 1.28371 -1.17785
C -0.85865 1.77499 0.15196
S 0.54914 1.78863 1.35533
H -1.16482 0.94648 -3.19763
H -2.02992 2.10903 -2.22686
H -2.22453 0.41505 -1.96502
H 0.19270 0.32341 -1.02475
H 0.41352 1.95619 -1.60332
H -1.64950 1.14847 0.54425
H -1.26256 2.77159 -0.03943
H -0.11933 2.36847 2.37347
*
```

Results
Structure (SMILES) ... C/N=C\N.CCCS
HOMO ... -9.04 eV
LUMO ... 0.656 eV
Frontier orbital gap ... 9.69 eV

***

Version b
2 unconnected molecules or ions with the total composition C5H14N2S, computed with wB97M-V/def2-TZVPD.

ORCA input file:
```
! RIJCOSX wB97M-V def2-TZVPD def2/J DEFGRID3
* xyz 0 1
C 3.46460 -0.33233 -0.41052
C 2.36735 -1.04915 -0.27094
C 1.92095 -2.13800 -1.18058
N 1.50004 -0.86992 0.86509
H 3.71876 0.37999 0.36024
H 4.11260 -0.43577 -1.26406
H 1.00567 -1.85021 -1.69886
H 2.69655 -2.37545 -1.89976
H 1.67466 -3.03529 -0.61729
H 1.26496 -1.77931 1.25762
H 1.97022 -0.34191 1.59431
N -3.99415 1.22339 -0.16789
C -2.87525 2.06230 0.27616
C -1.65234 1.28748 0.74285
S -0.91386 0.28066 -0.60102
H -4.12851 0.51477 0.53837
H -3.65931 0.67665 -0.96187
H -2.61061 2.73266 -0.53840
H -3.22341 2.66604 1.11743
H -1.94839 0.60887 1.54376
H -0.88011 1.96172 1.11502
H 0.18958 -0.18720 0.20034
*
```

Results
Structure (SMILES) ... C=C(C)N.NCCS
HOMO ... -8.24 eV
LUMO ... 0.738 eV
Frontier orbital gap ... 8.98 eV

***

Relative stability in kcal/mol, measured from the most stable structure: version a 0.0; version b 6.9

***

Version a
C5H14N2S in the gas phase, computed with wB97M-V/def2-TZVPD.

ORCA input file:
```
! RIJCOSX wB97M-V def2-TZVPD def2/J DEFGRID3
* xyz 0 1
C 3.63837 2.64744 -1.33549
N 2.23739 2.41495 -1.56422
C 1.60666 1.76876 -0.33508
C 0.16591 1.38111 -0.56653
N -0.10519 0.25816 0.45461
C -1.15126 -0.72922 0.17789
C -1.56150 -1.58287 1.39261
S -2.41223 -3.14472 0.86221
H 4.05751 3.06352 -2.32328
H 4.02786 1.56092 -1.20400
H 3.81713 3.26183 -0.49279
H 1.70137 3.22828 -1.84280
H 2.12487 0.78518 -0.24294
H 1.79065 2.44970 0.51927
H -0.47992 2.19942 -0.67275
H 0.00822 1.04964 -1.61096
H -0.21090 0.79244 1.32282
H -2.03887 -0.21462 -0.31408
H -0.70565 -1.39143 -0.59861
H -2.18180 -0.98406 2.07604
H -0.74531 -2.09190 1.98981
H -3.68386 -3.01657 1.36578
*
```

Results
Structure (SMILES) ... CNCCNCCS
HOMO ... -8.70 eV
LUMO ... 0.940 eV
Frontier orbital gap ... 9.64 eV

***

Version b
2 unconnected molecules or ions with the total composition C5H14N2S, computed with wB97M-V/def2-TZVPD.

ORCA input file:
```
! RIJCOSX wB97M-V def2-TZVPD def2/J DEFGRID3
* xyz 0 1
C -0.74787 2.34902 -0.10482
C -0.10471 1.68769 1.09610
C -1.70994 0.34297 2.21110
N -0.73836 0.39247 1.40909
H -0.38996 1.90063 -1.02928
H -1.83873 2.27171 -0.06784
H -0.54507 3.41900 -0.05654
H 0.95850 1.49763 0.95160
H -0.13134 2.29860 2.00502
H -2.18423 -0.59222 2.47525
H -2.02459 1.27883 2.66030
H -0.28438 -0.57721 1.00145
C -0.01416 -2.13750 -0.75723
C -0.05997 -0.80917 -1.48984
S 1.49399 0.10067 -1.33629
N 0.39227 -1.85490 0.65849
H 0.76837 -2.73506 -1.22317
H -0.98028 -2.64234 -0.77626
H -0.93020 -0.23715 -1.13945
H -0.24238 -0.98920 -2.55289
H 1.37183 -1.57478 0.57180
H 0.41106 -2.75490 1.10080
*
```

Results
HOMO ... -6.19 eV
LUMO ... -0.452 eV
Frontier orbital gap ... 5.73 eV

***

Version c
C5H14N2S in the gas phase, computed with wB97M-V/def2-TZVPD.

ORCA input file:
```
! RIJCOSX wB97M-V def2-TZVPD def2/J DEFGRID3
* xyz 0 1
C 0.15850 0.18918 -2.57089
C -0.01677 0.43350 -1.08778
C 1.20096 0.15300 -0.15419
S 2.73243 0.96533 -0.28762
N -1.06587 -0.48580 -0.71097
C -1.86135 -0.07303 0.50239
C -1.38118 -0.81489 1.74953
N -2.46308 -1.23443 2.66689
H -0.49588 -0.38845 -3.22890
H 1.05031 -0.44366 -2.73862
H 0.42796 1.13116 -3.06628
H -0.31317 1.51137 -0.93324
H 1.46837 -0.93513 -0.14146
H 0.90512 0.21248 0.91267
H 2.51839 2.31129 -0.11005
H -0.78237 -1.44349 -0.80077
H -1.73144 1.01897 0.60379
H -2.87716 -0.23125 0.24142
H -0.73228 -1.64615 1.56629
H -0.69231 -0.18322 2.34455
H -2.60962 -2.22044 2.62670
H -3.39953 -0.75562 2.34263
*
```

Results
Structure (SMILES) ... C[C@H](CS)NCCN
HOMO ... -8.30 eV
LUMO ... 0.902 eV
Frontier orbital gap ... 9.21 eV

***

Relative stability in kcal/mol, measured from the most stable structure: version a 2.6; version b 8.9; version c 0.0